<i>
A molecular structure, C7H11N2, computed with the ωB97M-V functional and the def2-TZVPD basis.

Output
Charge: +1
Kohn-Sham gap in eV: 9.66
E_HOMO in eV: -14.19
2S+1: 1

Geometry as XYZ:
```
20
C7H11N2 | the OMol25 dataset | the ωB97M-V functional and the def2-TZVPD basis
C 2.083 -0.418 0.921
C 1.820 1.424 -0.485
C 0.787 -1.344 -1.018
C 1.062 -1.221 0.485
C 0.098 -0.214 -0.393
C -2.443 0.829 0.341
C -1.862 -0.505 0.113
N 2.565 0.680 0.332
N 0.516 1.095 -0.543
H 2.519 -0.610 1.936
H 2.023 2.405 -0.800
H 1.645 -1.102 -1.637
H 0.440 -2.223 -1.238
H 0.737 -1.998 1.099
H -1.761 1.491 0.887
H -3.472 0.697 0.844
H -2.783 1.303 -0.509
H -2.007 -1.173 -0.646
H -1.862 -1.038 1.022
H -0.101 1.921 -0.711
```

***

<ii>
2 unconnected molecules or ions with the total composition C7H11N2, computed with the ωB97M-V functional and the def2-TZVPD basis.

Output
Charge: +1
Kohn-Sham gap in eV: 11.19
E_HOMO in eV: -13.89
2S+1: 1

Geometry as XYZ:
```
20
C7H11N2 | the OMol25 dataset | the ωB97M-V functional and the def2-TZVPD basis
C -1.114 -0.816 2.309
C 0.027 -1.335 1.722
C -0.211 0.805 1.122
C 2.048 -0.412 -1.434
C 1.124 -0.726 -2.160
C -0.123 2.217 0.515
C -0.102 -1.025 -2.862
N -1.189 0.482 1.935
N 0.591 -0.261 0.986
H -1.909 -1.384 2.764
H 2.937 -0.249 -1.021
H 0.487 -2.341 1.612
H 0.295 2.272 -0.499
H -1.196 2.623 0.595
H 0.401 2.822 1.206
H -0.177 -2.099 -2.927
H -1.015 -0.688 -2.282
H -0.109 -0.440 -3.791
H -1.941 1.004 2.096
H 1.178 -0.447 0.114
```

***

<iii>
2 unconnected molecules or ions with the total composition C7H11N2, computed with the ωB97M-V functional and the def2-TZVPD basis.

Output
Charge: +1
Kohn-Sham gap in eV: 8.68
E_HOMO in eV: -13.21
2S+1: 1

Geometry as XYZ:
```
20
C7H11N2 | the OMol25 dataset | the ωB97M-V functional and the def2-TZVPD basis
C 0.577 0.458 -0.740
C -0.074 2.423 0.817
C -3.448 -0.963 -0.662
C -0.032 1.280 0.155
C 1.408 -1.216 1.213
C 2.055 0.193 -0.916
C 1.322 -0.897 -0.279
N -2.639 -0.289 -0.049
N -1.931 0.498 0.370
H 0.945 2.884 0.454
H -0.722 2.887 1.437
H -3.751 -1.976 -0.341
H -4.118 -0.524 -1.483
H 1.408 -0.270 1.754
H 2.312 -1.855 1.313
H 0.613 -1.895 1.802
H 2.738 0.728 -0.229
H 2.351 -0.078 -1.964
H 1.002 -1.694 -1.015
H -0.015 0.306 -1.637
```

***

It is <ii> that is most stable; the runner-up trails by 49.0 kcal/mol.

***

<i>
A single CH4NO3P molecule, computed with the ωB97M-V functional and the def2-TZVPD basis.

Output
Charge: 0
Kohn-Sham gap in eV: 11.13
E_HOMO in eV: -10.47
2S+1: 1

Geometry as XYZ:
```
10
CH4NO3P | the OMol25 dataset | the ωB97M-V functional and the def2-TZVPD basis
C 1.524 0.008 -0.363
N -1.690 -0.282 0.420
O 0.076 -2.067 1.836
O 0.801 0.474 0.802
O 0.828 -1.209 -0.535
P -0.109 -0.904 0.802
H 1.227 0.665 -1.143
H 2.525 -0.362 -0.213
H -2.455 -0.900 0.502
H -1.940 0.640 0.693
```

***

<ii>
A single CH4NO3P molecule, computed with the ωB97M-V functional and the def2-TZVPD basis.

Output
Charge: 0
Kohn-Sham gap in eV: 10.14
E_HOMO in eV: -9.41
2S+1: 1

Geometry as XYZ:
```
10
CH4NO3P | the OMol25 dataset | the ωB97M-V functional and the def2-TZVPD basis
H -2.652 -0.900 0.705
N -1.766 -0.477 0.305
C -0.917 -0.081 1.138
O 0.209 0.351 0.791
P 0.937 1.034 -0.649
O 0.454 0.065 -1.893
O 2.510 0.603 -0.663
H -1.027 -0.191 2.202
H -0.605 -0.277 -1.797
H 2.857 -0.128 -0.138
```

***

It is <i> that is most stable; the runner-up trails by 15.3 kcal/mol.

***

<i>
2 unconnected molecules or ions with the total composition C4H11NO2S, computed with the ωB97M-V functional and the def2-TZVPD basis.

Output
Charge: 0
Kohn-Sham gap in eV: 8.73
E_HOMO in eV: -8.22
2S+1: 1

Geometry as XYZ:
```
19
C4H11NO2S | the OMol25 dataset | the ωB97M-V functional and the def2-TZVPD basis
C 0.967 0.029 1.701
N -0.317 0.560 1.005
C -0.609 0.630 -0.365
C -0.576 2.189 -0.887
O -0.023 2.476 -1.867
C -2.160 0.238 -0.559
S -2.289 -0.887 -2.044
H 1.663 0.507 1.051
H 1.085 0.152 2.761
H 1.162 -1.142 1.434
H -0.730 1.235 1.765
H 0.037 0.012 -1.125
H -1.099 2.988 -0.309
H -2.486 -0.332 0.260
H -2.785 1.149 -0.779
H -1.766 -0.122 -2.988
O 3.628 -3.467 0.392
H 3.644 -2.451 0.435
H 2.653 -3.762 0.118
```

***

<ii>
2 unconnected molecules or ions with the total composition C4H11NO2S, computed with the ωB97M-V functional and the def2-TZVPD basis.

Output
Charge: 0
Kohn-Sham gap in eV: 10.06
E_HOMO in eV: -9.50
2S+1: 1

Geometry as XYZ:
```
19
C4H11NO2S | the OMol25 dataset | the ωB97M-V functional and the def2-TZVPD basis
O 1.665 2.485 0.463
C 1.452 1.623 -0.361
N 1.759 0.290 -0.191
C 0.954 -0.677 -0.939
C -0.169 -1.235 -0.045
C -1.500 -1.308 -0.767
S -2.134 0.431 -0.908
H 1.165 1.912 -1.382
H 1.978 0.077 0.765
H 0.621 -0.275 -1.895
H 1.576 -1.472 -1.360
H 0.303 -2.132 0.414
H -0.361 -0.790 0.937
H -1.480 -1.647 -1.805
H -2.296 -1.837 -0.251
H -3.361 0.251 -0.419
O -0.002 1.174 2.879
H 0.613 1.824 2.536
H -0.783 1.305 2.330
```

***

It is <ii> that is most stable; the runner-up trails by 62.9 kcal/mol.

***

<i>
15 unconnected molecules or ions with the total composition C30H90O30, computed with the ωB97M-V functional and the def2-TZVPD basis.

Output
Charge: 0
Kohn-Sham gap in eV: 9.58
E_HOMO in eV: -9.70
2S+1: 1

Geometry as XYZ:
```
150
C30H90O30 | the OMol25 dataset | the ωB97M-V functional and the def2-TZVPD basis
C 5.391 0.587 -3.687
C 5.118 -0.888 -3.962
O 4.841 -1.515 -2.743
O 6.270 0.786 -2.634
H 4.486 1.146 -3.447
H 5.762 1.181 -4.521
H 5.940 -1.357 -4.504
H 4.222 -0.931 -4.581
H 4.286 -0.922 -2.231
H 6.188 1.676 -2.284
C -0.787 -0.206 -1.173
C -0.087 -0.882 0.021
O 1.059 -0.141 0.292
O -1.080 1.125 -0.814
H -1.757 -0.641 -1.415
H -0.079 -0.355 -1.988
H 0.306 -1.884 -0.154
H -0.772 -0.937 0.868
H 0.836 0.523 0.948
H -1.134 1.593 -1.650
C 0.505 4.492 -8.036
C 0.031 3.537 -6.871
O -0.477 4.281 -5.774
O 1.897 4.736 -7.705
H -0.087 5.405 -8.106
H 0.499 4.136 -9.066
H 0.796 2.814 -6.589
H -0.782 2.976 -7.333
H -1.389 4.531 -5.942
H 2.441 3.961 -7.863
C 4.825 -3.415 4.586
C 3.765 -4.317 5.088
O 3.353 -5.376 4.188
O 6.099 -4.100 4.657
H 4.887 -2.586 5.290
H 4.643 -2.942 3.621
H 2.978 -3.625 5.386
H 4.096 -4.920 5.934
H 2.593 -5.029 3.714
H 5.932 -4.675 3.906
C -3.631 3.105 6.306
C -4.363 2.227 7.385
O -5.701 2.318 7.057
O -3.817 2.650 4.981
H -2.554 3.159 6.461
H -3.979 4.138 6.312
H -4.117 2.441 8.426
H -4.002 1.209 7.241
H -6.167 2.643 7.831
H -3.253 3.229 4.462
C -2.604 7.837 1.911
C -2.928 8.692 3.119
O -3.598 9.945 2.824
O -1.802 6.759 2.323
H -1.963 8.436 1.265
H -3.424 7.496 1.278
H -2.022 9.055 3.605
H -3.486 8.148 3.881
H -4.523 9.818 2.602
H -1.246 6.587 1.559
C -5.748 -2.086 -5.644
C -6.758 -1.019 -5.274
O -7.224 -1.236 -3.973
O -6.301 -3.406 -5.568
H -4.958 -2.017 -4.895
H -5.448 -1.870 -6.669
H -7.603 -0.957 -5.960
H -6.254 -0.053 -5.253
H -7.605 -2.116 -4.031
H -6.488 -3.638 -4.656
C 3.111 -0.033 10.565
C 2.762 0.953 9.425
O 2.221 0.261 8.330
O 1.964 -0.845 10.872
H 3.385 0.503 11.473
H 3.947 -0.679 10.297
H 3.640 1.480 9.050
H 2.182 1.754 9.882
H 2.084 0.787 7.539
H 1.685 -1.281 10.063
C 3.814 8.196 -3.011
C 3.052 7.726 -1.811
O 2.450 6.448 -1.935
O 2.945 8.512 -4.062
H 4.569 7.488 -3.352
H 4.405 9.076 -2.754
H 2.289 8.446 -1.516
H 3.826 7.557 -1.063
H 1.988 6.302 -2.763
H 3.210 7.924 -4.773
C 6.260 -7.347 -0.834
C 4.726 -7.302 -1.181
O 4.597 -6.711 -2.462
O 6.737 -6.030 -0.395
H 6.813 -7.615 -1.734
H 6.388 -8.088 -0.045
H 4.104 -6.712 -0.508
H 4.231 -8.273 -1.202
H 4.687 -5.758 -2.389
H 6.438 -5.378 -1.034
C -1.505 -6.811 -2.783
C -2.021 -7.874 -3.757
O -1.078 -8.919 -3.758
O -0.583 -6.064 -3.511
H -1.104 -7.320 -1.906
H -2.330 -6.210 -2.399
H -2.217 -7.430 -4.734
H -2.941 -8.300 -3.356
H -1.241 -9.427 -2.960
H 0.212 -6.564 -3.709
C -3.880 -8.766 4.915
C -3.331 -8.356 3.531
O -2.800 -7.083 3.609
O -5.039 -8.022 5.307
H -3.188 -8.421 5.683
H -3.907 -9.853 4.993
H -4.137 -8.400 2.799
H -2.607 -9.120 3.244
H -3.452 -6.398 3.767
H -4.799 -7.094 5.269
C 4.375 5.553 4.156
C 3.917 4.227 3.599
O 2.638 3.783 4.101
O 3.416 6.578 3.847
H 5.422 5.778 3.954
H 4.303 5.479 5.241
H 4.603 3.506 4.044
H 4.082 4.258 2.522
H 2.048 4.507 3.880
H 3.078 6.645 4.743
C 1.900 -4.177 -9.193
C 0.709 -3.205 -8.889
O 0.700 -2.026 -9.670
O 3.124 -3.500 -9.268
H 1.840 -4.674 -10.161
H 2.040 -4.984 -8.474
H 0.672 -2.808 -7.874
H -0.216 -3.747 -9.082
H -0.188 -1.876 -10.002
H 3.808 -4.116 -9.540
C -7.932 4.657 1.385
C -7.308 3.702 0.377
O -7.535 2.413 0.808
O -7.618 4.519 2.712
H -9.014 4.552 1.316
H -7.934 5.705 1.085
H -6.251 3.959 0.439
H -7.760 3.972 -0.578
H -7.513 1.847 0.033
H -8.018 5.214 3.239
```

***

<ii>
15 unconnected molecules or ions with the total composition C30H90O30, computed with the ωB97M-V functional and the def2-TZVPD basis.

Output
Charge: 0
Kohn-Sham gap in eV: 9.33
E_HOMO in eV: -9.35
2S+1: 1

Geometry as XYZ:
```
150
C30H90O30 | the OMol25 dataset | the ωB97M-V functional and the def2-TZVPD basis
C 2.154 -2.388 4.726
C 0.757 -2.456 5.168
O -0.025 -3.440 4.650
O 2.268 -2.173 3.354
H 2.763 -3.268 4.934
H 2.586 -1.582 5.319
H 0.229 -1.505 5.104
H 0.948 -2.695 6.215
H 0.400 -4.285 4.818
H 1.406 -2.338 2.966
C -1.918 -4.221 -3.868
C -0.670 -4.011 -4.663
O 0.389 -4.913 -4.239
O -1.702 -3.824 -2.537
H -2.218 -5.268 -3.907
H -2.670 -3.595 -4.349
H -0.267 -2.999 -4.648
H -1.026 -4.255 -5.664
H 0.358 -4.998 -3.283
H -2.421 -3.295 -2.184
C -0.332 3.654 5.845
C -0.240 3.506 4.296
O 0.072 2.212 3.875
O 1.045 3.801 6.392
H -0.707 2.729 6.282
H -1.026 4.404 6.224
H 0.357 4.331 3.908
H -1.184 3.805 3.840
H 0.787 1.925 4.447
H 1.429 2.953 6.628
C -3.283 5.191 -1.788
C -2.337 4.306 -0.909
O -3.087 3.097 -0.615
O -2.675 6.397 -2.242
H -4.187 5.379 -1.209
H -3.581 4.619 -2.666
H -1.896 4.759 -0.021
H -1.441 4.039 -1.469
H -2.498 2.357 -0.447
H -3.183 6.756 -2.973
C -2.389 -1.033 4.062
C -2.803 0.358 4.474
O -2.556 1.244 3.360
O -3.212 -1.613 3.133
H -2.419 -1.631 4.973
H -1.347 -1.015 3.741
H -2.128 0.712 5.253
H -3.778 0.338 4.959
H -1.621 1.448 3.287
H -3.030 -1.270 2.254
C 0.431 -0.621 -0.251
C -0.412 0.443 0.523
O -1.219 1.008 -0.500
O -0.391 -1.430 -1.167
H 1.144 -1.234 0.301
H 1.155 -0.092 -0.870
H 0.212 1.141 1.081
H -1.023 -0.066 1.268
H -1.066 0.537 -1.322
H 0.161 -1.842 -1.835
C -5.961 -0.164 1.376
C -4.812 0.346 0.497
O -3.619 -0.348 0.625
O -5.781 0.055 2.806
H -6.011 -1.253 1.367
H -6.916 0.157 0.960
H -4.710 1.394 0.777
H -5.196 0.239 -0.518
H -2.897 0.200 0.307
H -4.916 -0.311 3.007
C 5.106 0.294 -1.312
C 6.253 -0.579 -0.776
O 7.192 0.378 -0.352
O 5.309 0.629 -2.711
H 5.131 1.188 -0.687
H 4.126 -0.169 -1.203
H 6.641 -1.117 -1.641
H 6.100 -1.054 0.193
H 7.914 -0.142 0.008
H 6.009 1.281 -2.790
C 0.892 4.386 1.103
C 0.931 5.822 1.646
O 1.509 6.637 0.621
O 2.070 3.648 1.352
H 0.536 4.446 0.075
H 0.021 3.869 1.505
H 1.574 6.064 2.492
H -0.138 6.023 1.713
H 0.902 6.564 -0.119
H 2.779 4.130 0.921
C -0.919 2.258 -3.700
C -0.641 2.607 -5.165
O 0.629 2.196 -5.551
O -1.052 0.890 -3.553
H -1.739 2.778 -3.204
H 0.001 2.519 -3.176
H -0.851 3.669 -5.295
H -1.355 2.206 -5.885
H 0.590 1.239 -5.617
H -1.801 0.544 -4.043
C -0.930 -3.964 1.088
C -0.900 -5.356 0.449
O -0.392 -5.433 -0.905
O -1.999 -3.179 0.511
H -0.020 -3.446 0.786
H -1.001 -4.060 2.172
H -1.874 -5.827 0.581
H -0.186 -6.083 0.838
H -0.984 -4.933 -1.472
H -1.572 -2.501 -0.017
C 3.968 1.094 2.991
C 3.127 0.422 1.927
O 3.114 1.260 0.796
O 5.389 1.074 2.597
H 3.837 0.487 3.887
H 3.634 2.103 3.234
H 2.092 0.278 2.236
H 3.546 -0.550 1.667
H 2.734 2.097 1.074
H 5.491 1.677 1.856
C 3.398 -3.597 -0.308
C 2.886 -4.667 0.745
O 2.409 -5.744 -0.057
O 2.345 -3.170 -1.125
H 4.079 -4.020 -1.048
H 3.833 -2.760 0.237
H 2.171 -4.181 1.408
H 3.654 -5.138 1.359
H 1.695 -5.431 -0.617
H 2.698 -2.672 -1.866
C -4.020 0.364 -3.331
C -4.750 1.793 -3.329
O -5.371 2.155 -2.113
O -3.333 -0.001 -4.530
H -4.802 -0.279 -2.927
H -3.303 0.194 -2.527
H -5.466 1.845 -4.150
H -3.997 2.486 -3.702
H -4.667 2.415 -1.515
H -3.944 -0.288 -5.212
C 3.267 -2.401 -4.136
C 2.171 -1.389 -4.332
O 1.625 -0.962 -3.077
O 4.232 -1.955 -3.209
H 3.850 -2.583 -5.039
H 2.935 -3.374 -3.773
H 1.349 -1.607 -5.014
H 2.719 -0.528 -4.715
H 0.963 -0.276 -3.192
H 4.313 -1.003 -3.294
```

***

It is <ii> that is most stable; the runner-up trails by 114.4 kcal/mol.

***

<i>
2 unconnected molecules or ions with the total composition C2H6OS, computed with the ωB97M-V functional and the def2-TZVPD basis.

Output
Charge: 0
Kohn-Sham gap in eV: 9.85
E_HOMO in eV: -9.05
2S+1: 1

Geometry as XYZ:
```
10
C2H6OS | the OMol25 dataset | the ωB97M-V functional and the def2-TZVPD basis
C 3.909 -3.425 -2.650
O 2.847 -3.168 -3.142
H 4.211 -3.624 -1.607
H 4.731 -3.706 -3.354
C -2.482 1.917 1.469
S -3.626 3.008 2.444
H -2.084 2.329 0.540
H -3.128 1.072 1.346
H -1.698 1.696 2.184
H -2.680 3.900 2.771
```

***

<ii>
2 unconnected molecules or ions with the total composition C2H6OS, computed with the ωB97M-V functional and the def2-TZVPD basis.

Output
Charge: 0
Kohn-Sham gap in eV: 10.47
E_HOMO in eV: -9.61
2S+1: 1

Geometry as XYZ:
```
10
C2H6OS | the OMol25 dataset | the ωB97M-V functional and the def2-TZVPD basis
C 0.858 0.197 0.550
C 1.407 -0.931 0.132
O 0.906 -2.176 0.446
H 1.161 1.157 0.179
H -0.023 0.089 1.181
H 2.253 -0.974 -0.543
H 0.798 -2.257 1.407
S -3.060 1.669 -1.057
H -2.190 0.654 -0.965
H -2.111 2.572 -1.330
```

***

It is <ii> that is most stable; the runner-up trails by 5.2 kcal/mol.